# 1
C8H12N2O2 in the gas phase in a non-equilibrium geometry, computed with ωB97M-V/def2-TZVPD.

Values from the calculation:
E_LUMO: 0.7 eV
E_HOMO: -7.79 eV
Frontier orbital gap: 8.52 eV

Geometry as XYZ:
```
24
C8H12N2O2 ωB97M-V/def2-TZVPD
C -3.2037 -0.8373 -0.6568
C -1.7486 -0.8348 -0.4720
O -0.9130 -1.1261 -1.2931
C -1.3614 -0.4648 1.0162
N -0.2308 0.5045 1.1083
C -0.4705 1.9389 0.0703
O -1.4473 2.5582 0.2936
C 0.6347 1.8561 -0.7082
C 1.4730 0.8219 -0.2888
C 2.8471 0.6904 -0.7974
N 0.9733 0.0048 0.6441
C 1.6585 -1.1779 0.9560
H -3.5036 -1.2532 -1.6799
H -3.6069 -1.6504 0.1166
H -3.6994 0.0481 -0.4593
H -1.0175 -1.2725 1.5731
H -2.3194 -0.0555 1.4318
H 0.8426 2.5097 -1.6334
H 3.4102 -0.2674 -1.0308
H 2.8594 1.3390 -1.6887
H 3.3209 1.2443 0.0099
H 1.1848 -1.5615 1.9744
H 1.7007 -2.0765 0.2502
H 2.6167 -0.9380 1.2638
```

***

# 2
C8H12N2O3 in the gas phase in a non-equilibrium geometry, computed with ωB97M-V/def2-TZVPD.

Values from the calculation:
E_LUMO (spin up / spin down): -1.0 / -1.0 eV
E_HOMO (spin up / spin down): -9.09 / -9.09 eV
Frontier orbital gap (spin up / spin down): 8.10 / 8.10 eV

Geometry as XYZ:
```
25
C8H12N2O3 ωB97M-V/def2-TZVPD
C 1.6339 -1.0198 0.5634
C 2.8827 -0.4147 0.2969
C 0.5311 0.3667 0.1765
C 4.2362 -1.0419 0.5564
C -1.1955 0.0365 -1.3361
C -1.4961 1.9161 0.2375
C -1.6120 -0.5300 1.0109
C -0.9516 0.5007 0.1430
N 2.8284 0.7737 -0.1931
N 1.2680 1.2134 -0.4056
O 3.6200 1.5382 -0.6426
O 1.1676 2.2829 -0.9819
O 1.2330 -2.1171 0.8398
H 4.8626 -0.2237 0.9661
H 4.7828 -1.4490 -0.4146
H 4.3403 -1.8282 1.2619
H -1.2849 -1.0498 -1.3868
H -2.2463 0.3072 -1.4765
H -0.4366 0.5062 -1.9868
H -2.6279 1.8621 0.4174
H -1.2341 2.5694 -0.6475
H -1.1406 2.3706 1.1917
H -0.9271 -1.3663 0.7325
H -2.7041 -0.8271 0.7063
H -1.6547 -0.3560 2.0830
```

***

# 3
A 2-piece molecular cluster, C8H12N3O3 overall in a non-equilibrium geometry, computed with ωB97M-V/def2-TZVPD.

Values from the calculation:
Charge: +1
E_LUMO (spin up / spin down): -4.3 / -7.2 eV
E_HOMO (spin up / spin down): -10.41 / -13.55 eV
Frontier orbital gap (spin up / spin down): 6.07 / 6.38 eV
⟨S²⟩: 2.03
2S+1: 3

Geometry as XYZ:
```
26
C8H12N3O3 ωB97M-V/def2-TZVPD
C 1.6310 0.8596 -0.1285
C -2.2946 0.2301 -0.0014
C 2.9677 1.0461 0.3535
C 3.4776 -0.3910 0.7904
C 2.3915 -1.3006 -0.0177
C -4.3827 1.2810 0.4336
C 0.2805 -0.7948 -1.1405
C -1.5221 -0.9475 -0.1267
N -2.0768 -3.2761 0.1258
N -1.8594 -2.1519 0.1484
N 1.3599 -0.3946 -0.4018
O 0.7984 1.7590 -0.2411
O -1.8926 1.3752 -0.4168
O -3.5846 0.1371 0.3468
H 3.4902 1.2372 -0.5266
H 3.0756 2.0017 1.0108
H 4.5322 -0.5543 0.6736
H 3.3564 -0.5599 1.8649
H 2.7556 -1.8165 -0.9647
H 1.9246 -2.0341 0.6472
H -4.9982 1.3253 -0.4988
H -3.7556 2.1264 0.5727
H -5.1235 1.1081 1.2601
H 0.3592 -1.7458 -1.5654
H -0.0516 0.0499 -1.6671
H -0.8588 1.4303 -0.5307
```

***

For the records above, the corresponding ΔE to the lowest compared entry with this formula, charge and spin values read 99.2; 143.3; 0.0 kcal per mole.
For the records above, the corresponding E values read -571.91530; -647.04098; -701.56671 Eh.